No. 1
Molecular formula: C2H6O2Pm
Method: DFT, wB97M-V/def2-TZVPD

## Properties
E_HOMO (alpha / beta)	-0.705 / -0.702	Eh
LUMO energy (alpha / beta)	-0.4291 / -0.4470	hartree
Kohn-Sham gap (alpha / beta)	0.2755 / 0.2552	Ha
M	207.07	g/mol
total energy	-837.8493	a.u.

```
! wB97M-V def2-TZVPD RIJCOSX def2/J DEFGRID3
* xyz 2 6
C -1.27603 -0.69948 0.03023
C -1.28861 0.80814 0.08513
O -0.09028 1.41720 0.11537
H -2.07665 -1.52672 -0.01556
H -0.93488 -0.94168 -0.98974
H -0.96217 -1.01892 1.03723
H -1.87886 1.22844 0.94481
H -1.86929 1.29161 -0.74672
O 3.72828 -0.65227 0.06424
H 4.31301 -0.94064 -0.63567
Pm 2.33548 1.03430 0.11068
*
```

Mulliken population analysis, charges in e, atoms 1 to 8: number 1, C, carries -1.101; number 2, C, carries 0.018; number 3, O, carries -0.450; number 4, H, carries 0.354; number 5, H, carries 0.321; number 6, H, carries 0.324; number 7, H, carries 0.362; number 8, H, carries 0.362


No. 2
Molecular formula: CH5ClN2O
Method: DFT, wB97M-V/def2-TZVPD

## Properties
E_HOMO	-0.363	Eh
LUMO energy	0.0202	hartree
Kohn-Sham gap	0.3832	Ha
M	96.52	g/mol
total energy	-685.9557	a.u.
SMILES	OCNNCl

```
! wB97M-V def2-TZVPD RIJCOSX def2/J DEFGRID3
* xyz 0 1
O -0.23290 0.24833 -1.97596
C 0.43205 0.19819 -0.75053
N -0.34481 -0.63825 0.17967
N -0.59237 -0.23230 1.47983
Cl 0.97223 -0.01219 2.46858
H -1.22903 0.14536 -1.80667
H 0.34253 1.16991 -0.28398
H 1.44034 -0.15683 -0.85540
H -0.05302 -1.56803 0.24128
H -0.73502 0.84581 1.30319
*
```

natural (NBO) population analysis, charges in e, atoms 1 to 8: number 1, O, carries -0.714; number 2, C, carries 0.082; number 3, N, carries -0.454; number 4, N, carries -0.337; number 5, Cl, carries -0.104; number 6, H, carries 0.483; number 7, H, carries 0.144; number 8, H, carries 0.184


No. 3
Molecular formula: C44H51NP2PtSi
Method: DFT, wB97M-V/def2-TZVPD

## Properties
E_HOMO (alpha / beta)	-0.447 / -0.450	Eh
LUMO energy (alpha / beta)	-0.2091 / -0.3240	hartree
Kohn-Sham gap (alpha / beta)	0.2383 / 0.1263	Ha
M	879.01	g/mol
total energy	-2852.6094	a.u.

```
! wB97M-V def2-TZVPD RIJCOSX def2/J DEFGRID3
* xyz 2 5
Pt -0.04877 1.56707 -1.17904
C -1.06983 3.50531 -0.50381
C -2.28057 2.69366 -0.22688
C -3.23198 2.52122 -1.37424
C -2.65118 2.12936 -2.75458
C -1.27989 1.64772 -2.88591
C -0.03120 2.44979 -2.93036
C 0.13539 3.89334 -2.65289
C -0.85062 4.45285 -1.63852
C 0.50341 -1.26360 -0.88372
H -0.89969 4.06221 0.44419
H -2.84980 2.94705 0.72278
H -3.73558 3.49448 -1.50505
H -4.08201 1.86557 -1.09859
H -3.28730 1.29394 -3.05396
H -2.84376 2.94660 -3.46831
H -1.25099 0.87382 -3.69790
H 0.73289 1.98785 -3.58105
H -0.01908 4.33582 -3.62373
H 1.18749 4.06263 -2.34008
H -0.28767 5.29585 -1.22842
H -1.75392 4.85354 -2.12647
H 1.21644 -0.45233 -0.46513
H 1.24905 -1.90532 -1.39027
H 0.14557 -1.71065 0.05600
P -1.53551 1.08547 0.60183
P -0.75951 -1.37502 -2.19208
C -2.54628 -0.11689 -0.36150
C -2.31367 -0.83178 -1.49017
C -2.07017 0.46069 2.22813
C -2.74336 1.28732 3.14134
C -3.16336 0.76758 4.36504
C -2.91819 -0.56899 4.68662
C -2.31008 -1.42778 3.74340
C -1.85113 -0.89773 2.52841
C 0.06376 2.14625 1.45049
C 1.14509 2.37213 0.60064
C 1.97646 3.48802 0.80568
C 1.76387 4.28766 1.89440
C 0.77785 3.98924 2.82571
C -0.09222 2.90195 2.57432
C -1.23831 -3.13485 -2.42435
C -2.08714 -3.78637 -1.50464
C -2.68384 -5.02844 -1.79769
C -2.34718 -5.68110 -2.99935
C -1.43441 -5.10535 -3.88827
C -0.89167 -3.83244 -3.60198
C 0.09657 -0.95852 -3.82488
C 1.40748 -0.44648 -3.79997
C 2.02786 0.13515 -4.90613
C 1.40167 0.11226 -6.15773
C 0.16186 -0.53481 -6.25922
C -0.47714 -1.03580 -5.11467
H -3.54228 -0.25910 0.12215
H -3.20811 -1.31618 -1.93011
H -2.88715 2.34425 2.89434
H -3.66571 1.42992 5.08471
H -3.28242 -0.98489 5.62111
H -2.13602 -2.48014 3.96823
H -1.34147 -1.53064 1.79638
H 1.48143 1.62512 -0.16359
H 2.75568 3.67912 0.06997
H 2.39478 5.17115 2.01649
H 0.66981 4.58139 3.70641
H -0.79693 2.68227 3.34275
H -2.32596 -3.25863 -0.57814
H -3.39959 -5.44936 -1.07220
H -2.79466 -6.64707 -3.18718
H -1.15537 -5.64545 -4.79137
H -0.22353 -3.39128 -4.34136
H 1.98600 -0.41656 -2.88982
H 3.02569 0.60339 -4.83429
H 1.86418 0.56513 -7.03099
H -0.29456 -0.66603 -7.23816
H -1.46627 -1.47491 -5.23485
C 3.31733 -3.70133 0.83842
Si 2.65715 -2.94547 2.37398
C 1.12643 -3.79651 3.05135
C 4.07475 -2.83980 3.64619
N 2.21174 -1.27392 2.06750
C 2.32772 -0.15931 2.76888
C 1.44410 0.10808 3.85892
C 1.75847 1.02656 4.81197
C 2.91359 1.82357 4.65585
C 3.70942 1.71741 3.50417
C 3.42717 0.72071 2.61062
H 3.92516 -4.58553 1.05319
H 3.93935 -3.00010 0.28032
H 2.51755 -4.02065 0.17214
H 1.31905 -4.87133 3.14974
H 0.80421 -3.36358 4.00388
H 0.31291 -3.66650 2.33580
H 4.89230 -2.20179 3.26347
H 3.76045 -2.40131 4.60585
H 4.49613 -3.83293 3.85714
H 0.51127 -0.45389 3.88936
H 1.10016 1.17450 5.68078
H 3.11197 2.57820 5.37583
H 4.53513 2.41720 3.34354
H 4.07327 0.56703 1.73322
*
```

Mulliken population analysis, charges in e, atoms 1 to 8: number 1, Pt, carries 1.817; number 2, C, carries -0.868; number 3, C, carries -0.119; number 4, C, carries -1.221; number 5, C, carries -1.571; number 6, C, carries 1.603; number 7, C, carries -1.037; number 8, C, carries -1.108


No. 4
Molecular formula: C32H44N10O8
Method: DFT, wB97M-V/def2-TZVPD

## Properties
E_HOMO	-0.293	Eh
LUMO energy	0.0056	hartree
Kohn-Sham gap	0.2986	Ha
M	696.77	g/mol
total energy	-2395.1208	a.u.
SMILES	Oc1ccc(O)cc1.Oc1ccc(O)cc1.Oc1ccc(O)cc1.NC(N)=O.NC(N)=O.CC#N.CC#N.CC#N.CC#N.CC#N.CC#N

```
! wB97M-V def2-TZVPD RIJCOSX def2/J DEFGRID3
* xyz 0 1
O -2.15844 0.82655 -4.74153
C -1.24072 0.04959 -5.32333
C 0.09060 0.31525 -5.11866
C 1.00210 -0.44882 -5.90141
C 0.53228 -1.45257 -6.77540
O 1.49579 -2.19540 -7.49013
C -0.84130 -1.69838 -6.88262
C -1.67427 -0.86794 -6.17345
H -2.63713 0.21411 -4.17816
H 0.49365 1.02240 -4.40881
H 2.05836 -0.31594 -5.71960
H 1.10799 -2.90728 -8.00436
H -1.20473 -2.43712 -7.58160
H -2.74273 -1.00787 -6.24575
O 4.73312 -1.33933 1.99177
C 5.70031 -2.27604 2.06045
C 5.39596 -3.62709 1.78936
C 6.45686 -4.44554 1.70311
C 7.74225 -3.96477 1.96966
O 8.69504 -4.88766 2.13192
C 8.05170 -2.67811 2.36358
C 6.98917 -1.80820 2.36341
H 4.24023 -1.36855 1.16848
H 4.39313 -3.86471 1.46645
H 6.31353 -5.50420 1.54470
H 8.90623 -5.16764 1.23827
H 9.03289 -2.36835 2.69177
H 7.09853 -0.75547 2.57836
O -1.05046 -3.58381 3.62650
C -1.44392 -4.29954 2.54544
C -0.77508 -5.52323 2.25232
C -1.09248 -6.27444 1.16667
C -2.18514 -5.85437 0.34223
O -2.59933 -6.64161 -0.69784
C -2.95768 -4.71970 0.63836
C -2.50534 -3.92149 1.72154
H -1.79127 -3.12210 4.02603
H 0.05866 -5.94618 2.79304
H -0.43575 -7.09436 0.91602
H -2.07282 -7.44238 -0.75392
H -3.74987 -4.45887 -0.04779
H -3.03016 -3.00498 1.94731
N -8.28548 -3.88651 -0.19864
C -7.85003 -2.84250 0.48514
N -7.64153 -1.78314 -0.26026
O -7.57151 -2.93348 1.64245
H -8.28386 -4.79752 0.23744
H -8.07881 -3.73582 -1.17572
H -7.06624 -1.05537 0.13913
H -7.71224 -1.87723 -1.26338
N -5.47428 3.73529 3.76291
C -4.76340 4.60870 4.38591
N -3.93039 5.13540 3.52532
O -4.80323 4.80573 5.53948
H -6.03077 3.03201 4.22747
H -5.33643 3.75328 2.76253
H -3.21618 5.70983 3.94962
H -3.95441 5.05018 2.51921
C -1.70427 5.44179 -3.62920
C -2.64680 5.42509 -2.47511
N -3.37656 5.50567 -1.58304
H -1.08017 4.55902 -3.49024
H -1.15095 6.38059 -3.60508
H -2.33696 5.31293 -4.50739
C 2.29952 1.38254 6.03795
C 3.45251 2.15338 5.67503
N 4.33586 2.82602 5.39557
H 1.69191 1.00296 5.21647
H 1.72211 2.13462 6.57562
H 2.53971 0.54228 6.68938
C 2.66827 8.01481 -3.55574
C 2.57886 6.81940 -2.65047
N 2.41860 5.93250 -1.89257
H 1.79527 8.66225 -3.47340
H 2.65760 7.78176 -4.62050
H 3.56444 8.61208 -3.38767
C 1.01115 -4.57562 -2.81604
C 1.05199 -3.53953 -1.86079
N 1.13303 -2.66425 -1.11734
H 1.55133 -4.47794 -3.75773
H -0.05439 -4.78602 -2.90804
H 1.43490 -5.39708 -2.23833
C -0.68117 2.00736 0.36202
C -2.06404 1.59771 0.23128
N -3.18202 1.24669 0.07534
H -0.58214 3.09278 0.37498
H -0.07511 1.65670 -0.47333
H -0.20945 1.63090 1.26968
C 3.56474 6.82813 3.81484
C 2.28907 6.12611 3.79071
N 1.25983 5.60649 3.87394
H 4.09278 6.77679 4.76701
H 3.35805 7.86305 3.54225
H 4.27163 6.44540 3.07868
*
```

Mulliken population analysis, charges in e, atoms 1 to 8: number 1, O, carries -0.537; number 2, C, carries 0.088; number 3, C, carries -0.496; number 4, C, carries -0.504; number 5, C, carries 0.633; number 6, O, carries -0.539; number 7, C, carries -0.573; number 8, C, carries -0.253


No. 5
Molecular formula: H4NO2SSi
Method: DFT, wB97M-V/def2-TZVPD

## Properties
E_HOMO	-0.145	Eh
LUMO energy	0.1489	hartree
Kohn-Sham gap	0.2940	Ha
M	110.19	g/mol
total energy	-895.3233	a.u.

```
! wB97M-V def2-TZVPD RIJCOSX def2/J DEFGRID3
* xyz -1 1
N 0.46901 1.24724 0.17936
O 0.26487 -1.23039 -0.19941
O 2.53280 0.06951 -0.80029
Si -1.14596 -0.52502 0.15021
S 1.50346 0.12605 0.28119
H 0.73149 1.89649 -0.59487
H -1.12001 -0.08811 1.53690
H -1.59779 0.40233 -0.90412
H -1.63788 -1.89809 0.35105
*
```

natural (NBO) population analysis, charges in e, atoms 1 to 8: number 1, N, carries -1.255; number 2, O, carries -1.167; number 3, O, carries -1.007; number 4, Si, carries 1.173; number 5, S, carries 1.576; number 6, H, carries 0.363; number 7, H, carries -0.232; number 8, H, carries -0.209


No. 6
Molecular formula: C26H27F6MoN6O7S2
Method: DFT, wB97M-V/def2-TZVPD

## Properties
E_HOMO (alpha / beta)	-0.423 / -0.424	Eh
LUMO energy (alpha / beta)	-0.1293 / -0.1595	hartree
Kohn-Sham gap (alpha / beta)	0.2937 / 0.2646	Ha
M	809.60	g/mol
total energy	-3325.7475	a.u.

```
! wB97M-V def2-TZVPD RIJCOSX def2/J DEFGRID3
* xyz 1 3
Mo 0.38020 0.85483 0.60454
C 4.21647 -3.20393 1.59880
C 4.68942 -2.02215 1.04460
C 3.97984 -0.84191 1.21030
C 2.78400 -0.87257 1.91850
C 2.30542 -2.04161 2.49078
C 3.03876 -3.20925 2.33216
N 2.02606 0.34361 2.03946
N 2.49918 1.22559 2.76347
C 1.70017 2.38113 2.79546
C 2.15411 3.45945 3.54035
C 1.32349 4.56547 3.63453
C 0.08947 4.56058 2.99381
C -0.31733 3.48445 2.21081
C 0.49188 2.35907 2.08502
H 4.77867 -4.12109 1.47850
H 5.62157 -2.01485 0.49488
H 4.34523 0.09239 0.80818
H 1.39266 -2.03402 3.06750
H 2.69351 -4.12554 2.79452
H 3.11775 3.41560 4.02956
H 1.62921 5.43206 4.20482
H -0.55692 5.42388 3.08671
H -1.25764 3.54569 1.67641
F 2.91569 -0.83894 -2.07033
C 2.76833 0.28601 -2.76715
F 1.63848 0.24688 -3.44141
F 3.77877 0.42518 -3.60009
S 2.81630 1.70799 -1.55807
O 2.24561 1.19821 -0.26838
O 4.19049 2.02657 -1.43272
N 1.86836 2.73732 -2.20494
S 0.84033 3.57447 -1.36099
O 1.35178 4.71741 -0.69623
O -0.03848 2.69656 -0.57137
C -0.28752 4.11446 -2.71637
F -0.69146 3.05678 -3.40477
F -1.33069 4.70608 -2.15773
F 0.34670 4.95805 -3.50333
O -4.27397 0.89216 -0.61855
C -3.85925 0.39671 -1.79740
C -4.83342 0.10230 -2.75215
C -4.46592 -0.40300 -3.97996
C -3.12362 -0.63324 -4.29890
C -2.15880 -0.35770 -3.36234
C -2.50846 0.15163 -2.10065
C -1.45838 0.38751 -1.12754
O -1.71900 0.88047 0.04210
O -0.23881 0.10088 -1.34803
H -3.49513 1.12887 -0.08317
H -5.86905 0.29382 -2.50477
H -5.23417 -0.61696 -4.71202
H -2.85065 -1.01817 -5.27140
H -1.11032 -0.51998 -3.57638
C -2.69616 -1.83796 2.62687
N -2.17836 -2.40294 1.38785
C -3.22784 -2.52590 0.36023
C -0.92489 -2.00937 0.95745
N -0.36213 -0.90329 1.45982
N -0.30664 -2.80012 0.08211
C 0.96628 -2.47213 -0.54385
C -0.78790 -4.14343 -0.24165
H -3.56372 -2.42408 2.92296
H -3.02355 -0.79564 2.51647
H -1.95895 -1.91340 3.42526
H -3.81294 -1.60285 0.31532
H -3.89121 -3.35438 0.60700
H -2.80004 -2.69895 -0.62221
H -0.98755 -0.51484 2.15771
H 1.39940 -1.58356 -0.10689
H 0.82800 -2.31521 -1.61216
H 1.66444 -3.29213 -0.37827
H -1.51837 -4.47201 0.48807
H 0.06669 -4.81794 -0.21921
H -1.22352 -4.17505 -1.24149
*
```

Mulliken population analysis, charges in e, atoms 1 to 8: number 1, Mo, carries -1.105; number 2, C, carries -0.520; number 3, C, carries -0.852; number 4, C, carries 0.014; number 5, C, carries -0.196; number 6, C, carries 0.144; number 7, C, carries -0.795; number 8, N, carries 1.303